No. 1
Below is a structure of composition C5H8O3, with properties calculated with ωB97M-V/def2-TZVPD.

XYZ file:
```
16
Properties=species:S:1:pos:R:3:forces:R:3
C -1.356 0.068 -0.346 1.92 -4.20 -1.51
C -0.979 1.521 0.013 -1.66 -2.76 0.75
C 0.530 1.655 -0.109 0.93 1.40 -1.33
C 1.092 0.251 0.348 3.43 5.27 2.60
C 0.134 -0.711 -0.086 -2.87 2.53 0.85
H -2.001 -1.695 0.233 -1.37 2.27 0.21
H -1.585 -0.156 -1.395 0.57 0.79 -0.30
H -1.121 1.312 1.044 -0.64 1.22 1.73
H -1.801 2.123 -0.397 1.06 0.65 0.15
H 0.921 2.572 0.403 -0.39 -1.19 0.40
H 0.799 1.971 -1.122 0.11 -0.87 -0.36
H 0.981 0.430 1.578 0.31 -1.18 -2.86
H 1.871 -1.167 -0.318 4.07 2.03 0.94
O -2.426 -0.758 0.270 2.34 -0.61 0.34
O 2.528 -0.185 -0.029 -6.74 -2.28 -0.19
O 0.573 -1.819 -0.109 -1.06 -3.06 -1.42
```
Forces are in eV/Å.

LUMO level (Ha): -0.0001
Kohn-Sham gap (eV): 10.1345
Total charge: 0

No. 2
Below is a cluster of 2 separate species, C5H11NO in total, with properties calculated with ωB97M-V/def2-TZVPD.

XYZ file:
```
18
Properties=species:S:1:pos:R:3:forces:R:3
C 1.237 1.037 -1.735 0.62 0.54 -1.02
C 0.431 0.361 -0.941 0.03 0.41 0.68
C -0.628 1.041 -0.134 -2.08 0.25 0.70
C -0.517 1.080 1.379 0.07 -2.24 1.16
C -0.814 -0.012 2.101 0.82 -1.20 -0.44
N -0.536 -0.246 3.477 -0.35 1.23 -1.01
H 2.106 0.699 -2.272 0.05 -1.01 -0.10
H 1.105 2.079 -2.030 -0.40 0.03 0.85
H 0.419 -0.732 -0.770 0.66 0.69 -0.15
H -0.954 2.057 -0.338 0.74 0.27 -1.14
H -1.540 0.472 -0.377 -0.02 0.05 0.37
H -0.088 1.839 2.013 0.21 0.94 -0.67
H -1.065 -0.935 1.573 -0.34 0.20 0.06
H -1.093 -0.974 3.895 -0.17 0.13 0.00
H -0.672 0.652 3.927 0.17 -0.33 0.69
O 0.642 -2.816 -3.525 -0.35 -0.51 -0.32
H 0.944 -3.606 -3.044 0.12 1.02 -0.03
H 1.022 -1.994 -3.198 0.22 -0.46 0.37
```
Forces are in eV/Å.

SMILES string: C=CC/C=C/N.O
LUMO level (Ha): 0.0330
Kohn-Sham gap (eV): 9.2168
Total charge: 0

No. 3
Below is a structure of composition C23H33N9ReTe, with properties calculated with ωB97M-V/def2-TZVPD.

XYZ file:
```
67
Properties=species:S:1:pos:R:3:forces:R:3
Re -0.007 -0.366 1.363 0.73 -0.71 -1.41
C 3.336 -4.267 0.137 -0.11 0.03 -0.11
N 3.366 -3.296 1.234 -0.07 0.00 0.13
C 4.680 -3.104 1.868 0.09 0.02 0.03
C 4.523 -1.805 2.653 0.06 -0.03 0.03
N 3.282 -1.268 2.107 0.13 0.22 0.06
C 2.779 -0.019 2.624 -0.07 -0.41 0.25
C 2.598 -2.196 1.420 0.30 0.15 -0.02
N 1.346 -1.988 1.028 -1.62 0.57 0.26
C 0.614 -3.079 0.365 -0.01 -0.10 -0.08
C -0.898 -2.960 0.497 0.00 -0.14 0.09
N -1.380 -1.589 0.270 1.27 0.35 0.99
C -2.648 -1.374 -0.077 -0.30 0.29 -0.11
N -3.159 -0.135 -0.190 -0.10 0.09 -0.01
C -2.557 1.158 0.033 -0.07 -0.09 -0.01
C -4.581 -0.146 -0.509 -0.08 -0.04 0.06
C -4.846 -1.619 -0.790 -0.04 0.02 -0.04
N -3.610 -2.285 -0.356 -0.02 0.05 0.01
C -3.558 -3.716 -0.640 0.10 -0.08 0.03
H 4.299 -4.770 0.128 0.03 0.03 0.02
H 3.211 -3.778 -0.830 -0.03 0.00 0.02
H 2.582 -5.036 0.267 -0.03 0.03 0.03
H 5.453 -3.021 1.101 -0.05 0.02 -0.04
H 4.918 -3.957 2.501 0.00 0.02 0.01
H 5.344 -1.110 2.485 0.01 -0.01 0.02
H 4.423 -1.972 3.728 -0.02 -0.03 -0.02
H 3.612 0.678 2.707 -0.07 0.11 -0.11
H 2.317 -0.133 3.608 0.02 0.02 -0.05
H 2.050 0.424 1.932 0.04 0.25 -0.17
H 0.869 -4.039 0.810 0.07 -0.04 -0.03
H 0.884 -3.109 -0.695 0.00 -0.02 0.00
H -1.205 -3.298 1.492 -0.02 0.00 -0.03
H -1.292 -3.650 -0.243 -0.03 -0.03 0.06
H -2.417 1.679 -0.914 0.11 0.04 -0.04
H -1.589 1.073 0.525 -0.17 0.14 0.02
H -3.207 1.755 0.674 0.03 -0.01 0.03
H -4.786 0.493 -1.368 0.01 -0.02 0.00
H -5.155 0.229 0.341 0.02 -0.01 -0.01
H -5.022 -1.816 -1.850 0.04 0.00 0.01
H -5.689 -2.011 -0.225 0.00 0.02 -0.01
H -4.579 -4.038 -0.824 -0.02 0.02 0.02
H -3.189 -4.297 0.200 0.00 0.03 0.01
H -2.980 -3.939 -1.539 0.00 0.02 0.03
Te -0.779 0.467 3.541 -0.04 -0.51 -0.68
C 1.137 0.661 -2.775 0.05 0.08 0.00
C 0.643 0.076 -1.627 0.02 -0.06 -0.17
N 0.566 0.745 -0.468 -0.16 -0.22 0.68
C 0.941 2.033 -0.437 0.13 0.12 0.08
C 1.437 2.700 -1.547 0.01 -0.12 -0.17
C 1.556 1.981 -2.735 -0.07 -0.03 0.13
C 1.927 4.090 -1.445 -0.06 0.14 0.09
C 1.197 5.164 -1.151 0.10 -0.16 -0.05
C -0.271 5.207 -1.021 -0.30 0.26 0.17
C -0.883 6.194 -0.251 0.05 -0.12 -0.04
C -2.269 6.188 -0.203 0.21 0.04 0.00
N -2.989 5.328 -0.912 -0.40 -0.05 -0.03
C -2.320 4.457 -1.651 0.17 0.10 0.16
N -1.002 4.327 -1.711 0.19 -0.25 -0.21
H 1.202 0.083 -3.686 -0.04 -0.01 0.00
H 0.300 -0.947 -1.627 -0.01 -0.05 0.07
H 0.857 2.542 0.515 -0.01 0.00 0.01
H 1.956 2.463 -3.617 0.00 -0.02 -0.01
H 2.991 4.203 -1.626 0.01 0.09 0.07
H 1.696 6.119 -1.036 0.06 -0.02 -0.02
H -0.302 6.928 0.292 -0.01 0.00 0.00
H -2.816 6.898 0.406 0.01 0.01 -0.01
H -2.905 3.790 -2.276 -0.01 -0.02 0.04
```
Forces are in eV/Å.

LUMO level (spin up / spin down) (Ha): -0.2557 / -0.2445
Kohn-Sham gap (spin up / spin down) (eV): 6.2579 / 6.7714
Total charge: +2
Expectation value of S²: 0.89
Spin multiplicity: 2

No. 4
Below is the molecule C26H30N4O3, with properties calculated with ωB97M-V/def2-TZVPD.

XYZ file:
```
63
Properties=species:S:1:pos:R:3:forces:R:3
C -0.122 1.610 -2.339 0.09 0.21 0.14
C 0.486 2.929 -1.862 -0.26 -0.28 0.13
N 1.546 3.408 -2.721 -0.12 0.16 -0.13
C 1.156 3.948 -4.018 0.21 0.02 -0.31
C 1.500 3.001 -5.163 -0.05 0.15 0.14
C 2.861 3.436 -2.430 -0.09 -0.08 0.48
O 3.676 3.956 -3.168 0.36 0.11 -0.17
C 3.337 2.792 -1.114 0.35 0.43 -0.17
N 2.966 1.410 -0.990 -0.14 -0.03 0.14
C 2.319 0.852 0.053 -0.15 -0.39 0.26
C 2.126 -0.502 -0.160 0.17 0.32 -0.23
C 1.485 -1.457 0.707 0.14 -0.20 -0.08
O 1.405 -2.651 0.456 0.13 0.37 0.08
C 0.928 -0.877 2.008 -0.26 -0.06 0.48
O 1.537 -0.003 2.612 0.24 0.04 -0.18
N -0.232 -1.383 2.471 -0.02 -0.05 0.08
C -1.116 -2.313 1.808 -0.44 -0.18 -0.54
C -2.457 -1.621 1.500 0.25 -0.33 -0.05
N -3.058 -1.099 2.709 -0.04 0.34 -0.14
C -3.912 -1.906 3.456 -0.25 -0.07 0.14
C -3.865 -1.975 4.851 0.17 0.12 -0.06
C -4.776 -2.739 5.556 -0.14 -0.10 0.03
C -5.755 -3.461 4.899 -0.06 -0.05 0.14
C -5.820 -3.395 3.517 0.02 -0.04 -0.01
C -4.921 -2.627 2.807 0.05 -0.07 -0.08
C -2.149 -0.183 3.362 0.18 -0.08 0.20
C -0.805 -0.847 3.691 -0.02 0.43 0.23
C 2.710 -0.786 -1.446 0.08 0.33 0.01
C 2.829 -1.941 -2.213 0.02 -0.05 -0.06
C 3.462 -1.848 -3.435 -0.02 -0.13 -0.04
C 3.976 -0.636 -3.899 0.03 0.07 -0.03
C 3.871 0.523 -3.157 0.06 0.13 -0.04
C 3.228 0.435 -1.930 -0.03 -0.77 -0.22
H 0.647 0.852 -2.465 0.08 -0.09 -0.01
H -0.637 1.742 -3.286 -0.07 -0.01 -0.12
H -0.840 1.255 -1.605 -0.13 -0.07 0.05
H -0.298 3.696 -1.836 0.13 -0.03 0.09
H 0.860 2.812 -0.846 -0.05 0.10 -0.05
H 0.084 4.149 -3.993 0.03 0.01 0.07
H 1.693 4.891 -4.165 -0.17 -0.05 0.02
H 1.155 3.424 -6.103 -0.03 0.01 -0.15
H 2.577 2.870 -5.217 0.08 -0.03 -0.04
H 1.037 2.028 -5.022 -0.06 -0.10 -0.01
H 4.429 2.887 -1.121 -0.23 0.05 -0.01
H 2.951 3.350 -0.257 0.02 -0.12 -0.05
H 2.050 1.427 0.918 -0.02 0.13 0.10
H -1.300 -3.158 2.482 0.02 0.01 -0.08
H -0.662 -2.691 0.895 -0.09 0.01 0.17
H -2.284 -0.785 0.812 0.00 -0.09 -0.03
H -3.121 -2.336 1.019 0.02 0.07 -0.02
H -3.110 -1.439 5.406 0.09 0.05 0.00
H -4.709 -2.775 6.634 0.01 0.00 0.08
H -6.460 -4.061 5.454 -0.06 -0.05 0.05
H -6.587 -3.940 2.986 -0.06 -0.03 -0.05
H -5.018 -2.570 1.733 -0.01 0.04 -0.08
H -1.966 0.645 2.666 0.03 -0.01 0.10
H -2.612 0.229 4.257 0.02 0.02 -0.03
H -0.951 -1.668 4.401 0.02 0.03 -0.02
H -0.101 -0.125 4.106 -0.12 -0.13 0.01
H 2.438 -2.875 -1.845 -0.02 -0.08 0.01
H 3.568 -2.730 -4.048 0.00 -0.08 -0.04
H 4.471 -0.606 -4.858 0.05 0.02 -0.08
H 4.277 1.455 -3.515 0.06 0.13 -0.07
```
Forces are in eV/Å.

SMILES string: CCN(CC)C(=O)Cn1cc(C(=O)C(=O)N2CCN(c3ccccc3)CC2)c2ccccc21
LUMO level (Ha): 0.0046
Kohn-Sham gap (eV): 7.9409
Total charge: 0

No. 5
Below is a structure of composition C23H33IN5O4PS, with properties calculated with ωB97M-V/def2-TZVPD.

XYZ file:
```
68
Properties=species:S:1:pos:R:3:forces:R:3
C 0.235 -0.481 0.653 -0.13 0.13 -0.32
C 0.628 -0.203 -0.793 0.46 -0.33 0.27
I 1.030 -2.098 -1.763 -0.20 0.13 -0.12
C 1.837 0.733 -0.970 -0.55 0.40 -0.38
O 2.416 1.188 0.273 0.13 0.01 -0.07
P 3.598 0.329 0.855 0.65 -1.11 0.74
O 3.545 -1.096 0.538 -0.15 -0.12 -0.07
O 4.987 0.961 0.406 -0.44 0.47 -0.04
O 3.586 0.592 2.452 -0.80 0.66 -0.78
S 2.874 2.046 2.969 0.43 0.09 0.48
H 0.294 0.426 1.251 0.00 0.15 0.03
H 0.885 -1.237 1.078 0.03 -0.05 0.20
H -0.798 -0.814 0.673 -0.04 -0.24 0.10
H -0.205 0.201 -1.353 -0.10 0.06 -0.06
H 1.483 1.641 -1.453 0.01 0.14 0.05
H 2.585 0.301 -1.625 0.25 -0.13 0.13
H 5.322 0.376 -0.281 0.40 -0.06 -0.13
H 1.586 1.692 2.851 -0.02 -0.16 -0.06
N 2.400 3.791 -3.253 -0.08 -0.05 0.01
C 1.658 4.839 -2.778 0.04 0.00 0.00
C 0.812 5.238 -3.778 -0.03 -0.01 0.00
C 1.047 4.394 -4.898 0.08 0.05 0.03
C 2.033 3.513 -4.543 0.06 0.01 0.01
H 3.113 3.309 -2.738 0.06 0.03 0.01
H 1.799 5.213 -1.779 0.00 0.02 0.00
H 0.105 6.047 -3.716 -0.02 0.00 0.00
H 0.556 4.434 -5.855 -0.02 -0.01 -0.02
H 2.503 2.718 -5.096 0.01 0.01 -0.02
N -1.615 0.373 -4.953 0.05 -0.06 0.03
C -2.819 0.392 -5.600 0.03 0.01 0.01
C -3.070 1.686 -5.974 0.01 0.04 0.02
C -1.971 2.476 -5.533 -0.04 -0.03 -0.03
C -1.088 1.635 -4.911 -0.09 -0.10 0.05
H -1.179 -0.443 -4.564 0.00 -0.04 -0.01
H -3.392 -0.509 -5.735 -0.01 0.00 0.00
H -3.944 2.028 -6.502 -0.01 0.00 -0.01
H -1.846 3.538 -5.659 0.00 0.02 0.00
H -0.138 1.823 -4.444 0.03 0.08 0.00
N 2.908 -2.448 3.776 -0.01 -0.16 0.07
C 2.003 -3.062 4.601 -0.06 0.17 -0.09
C 2.262 -4.406 4.589 0.01 -0.04 0.00
C 3.371 -4.614 3.723 -0.03 0.01 0.08
C 3.744 -3.388 3.244 0.13 0.08 -0.13
H 2.958 -1.466 3.578 0.02 0.05 -0.02
H 1.254 -2.491 5.121 -0.04 -0.02 0.00
H 1.717 -5.155 5.139 -0.01 0.00 0.01
H 3.839 -5.553 3.482 0.00 -0.01 0.00
H 4.531 -3.100 2.569 -0.04 -0.02 -0.06
N -7.258 0.514 -3.462 -0.01 -0.03 -0.02
C -6.185 0.364 -4.298 -0.01 0.03 0.06
C -6.508 -0.595 -5.220 0.00 -0.01 0.00
C -7.828 -1.039 -4.928 0.01 -0.01 -0.02
C -8.263 -0.335 -3.839 0.01 0.03 0.03
H -7.301 1.151 -2.690 0.00 0.02 0.02
H -5.291 0.949 -4.169 0.02 -0.01 -0.03
H -5.873 -0.941 -6.018 -0.01 0.00 -0.02
H -8.391 -1.788 -5.459 0.00 -0.01 -0.01
H -9.196 -0.365 -3.303 -0.01 -0.01 0.00
N 2.333 -2.619 9.272 -0.04 0.03 0.02
C 1.862 -2.420 8.004 0.04 0.02 0.10
C 0.538 -2.085 8.101 0.00 0.01 -0.01
C 0.199 -2.081 9.482 -0.02 0.01 -0.02
C 1.328 -2.415 10.179 0.04 -0.01 -0.01
H 3.273 -2.879 9.502 0.03 -0.01 0.00
H 2.505 -2.533 7.150 0.01 -0.05 -0.03
H -0.119 -1.866 7.275 -0.01 0.00 0.00
H -0.764 -1.861 9.912 -0.01 0.00 0.00
H 1.501 -2.524 11.235 -0.01 0.00 0.01
```
Forces are in eV/Å.

LUMO level (Ha): -0.0071
Kohn-Sham gap (eV): 7.8541
Total charge: 0

No. 6
Below is a cluster of 2 separate species, ClNO3 in total, with properties calculated with ωB97M-V/def2-TZVPD.

XYZ file:
```
5
Properties=species:S:1:pos:R:3:forces:R:3
N -7.718 -19.452 2.664 6.35 0.04 -1.89
O -8.377 -19.890 1.742 -2.16 -1.12 -2.07
O -8.136 -19.069 3.683 -4.92 1.73 5.46
O -6.457 -19.352 2.590 -0.18 -0.75 -1.93
Cl -3.913 -18.989 4.046 0.91 0.10 0.42
```
Forces are in eV/Å.

LUMO level (Ha): 0.2689
Kohn-Sham gap (eV): 6.9507
Total charge: -2

What is the formula in the third record? C23H33N9ReTe